Density functional theory data (ωB97M-V/def2-TZVPD) for 2 unconnected molecules or ions with the total composition C8H13BN2 at a distorted geometry.

Positions of all 24 atoms, in Å:
B  0.02160  0.35070  -1.01122
C  -1.01213  -1.21866  3.53307
C  -0.74778  -2.19729  2.57204
C  -1.02341  0.06594  3.06039
C  -0.76774  -0.68722  0.89932
C  -0.37834  2.53244  -2.53390
C  2.04626  -1.25007  -0.67136
C  -0.80358  1.63347  -1.30898
C  1.22682  -0.45434  -1.73421
N  -0.71321  -1.96835  1.29708
N  -0.88661  0.37220  1.73062
H  -0.84257  -1.61523  4.58853
H  -0.80612  -3.26287  2.68507
H  -1.02099  0.89755  3.76791
H  0.64497  2.53123  -2.84005
H  -0.86781  2.07169  -3.35464
H  -0.66657  3.50107  -2.51776
H  1.53755  -2.08557  -0.32241
H  3.00038  -1.56677  -1.08794
H  2.11837  -0.51788  0.09723
H  -0.80613  2.19417  -0.39466
H  -1.81053  1.39891  -1.52119
H  1.71620  0.33696  -2.43651
H  0.84138  -1.06208  -2.49645

energy above the lowest of the compared OMol25 structures with the same formula, charge and spin: 0.0 kcal/mol
maximum force: 3.69 eV/Å
electronic energy: -446.8577 a.u.
gap between HOMO and LUMO: 0.3299 Eh
charge: 0

Density functional theory data (ωB97M-V/def2-TZVPD) for 2 unconnected molecules or ions with the total composition C5H9N2OS at a distorted geometry.

Positions of all 18 atoms, in Å:
C  -2.40747  1.54902  0.74990
C  2.53914  0.08784  0.12979
C  -0.33805  0.57224  0.08538
C  2.88945  -0.50932  -1.12829
C  -2.07125  -1.73499  0.34235
N  -1.49004  1.22004  -0.02545
N  0.79332  1.20394  -0.11453
O  2.86936  0.31557  1.18345
S  -0.30778  -1.15834  0.41541
H  -2.53315  1.52984  1.82647
H  -3.21829  2.07445  0.14499
H  2.49326  0.12053  -1.95018
H  3.98557  -0.31160  -1.20010
H  2.69746  -1.50608  -1.42293
H  -2.61057  -0.83478  0.31286
H  -2.02859  -2.25147  1.22379
H  -2.26145  -2.50244  -0.48111
H  0.99907  2.13555  -0.09179

energy above the lowest of the compared OMol25 structures with the same formula, charge and spin: 76.1 kcal/mol
maximum force: 5.95 eV/Å
electronic energy: -778.5076 a.u.
gap between HOMO and LUMO: 0.3571 Eh
charge: +1

Density functional theory data (ωB97M-V/def2-TZVPD) for 2 unconnected molecules or ions with the total composition C29H37BCl2I2NO13P2 at a distorted geometry.

Positions of all 87 atoms, in Å:
C  3.83292  3.55964  0.83157
C  3.20900  3.50105  -0.47047
C  1.91703  2.59162  -0.73198
C  1.84084  1.27019  0.15059
C  2.94645  0.16413  0.13193
C  4.22080  0.37788  -0.83946
C  3.62190  0.28651  -2.36080
C  4.33344  -0.84796  -3.25578
C  5.17718  -0.10102  -4.41165
C  6.52910  -0.94723  -4.65047
N  7.42902  -0.68217  -3.46488
C  2.92294  -1.13932  0.96306
C  4.06069  -2.25473  0.95181
C  5.46267  -1.79006  1.58739
C  5.83988  -2.72154  2.87022
Cl  6.83270  -2.11537  0.35630
C  1.65945  -1.38105  1.87774
P  1.47745  -2.96346  2.96078
O  0.02480  -3.79118  2.57666
O  1.57275  -2.55252  4.62362
C  0.50576  -0.34020  1.91289
C  0.59847  0.99295  1.07412
C  -0.62423  2.04038  1.20834
O  -0.47729  3.27728  1.35222
C  -2.08243  1.34758  1.19350
C  -3.25390  1.95663  0.39441
C  -3.08355  3.29287  -0.47056
P  -4.09868  4.76311  0.13458
O  -3.19282  5.91123  0.58613
O  -5.17136  4.39340  1.40437
O  -5.03186  5.32129  -1.20497
C  -4.64643  1.21207  0.40379
C  -5.91701  1.73680  -0.43105
C  -5.75144  1.37829  -2.01590
C  -5.29776  -0.16317  -2.24756
I  -5.15747  -0.41068  -4.44564
C  -4.76166  -0.10626  1.24904
I  -6.63715  -1.25196  1.37838
C  -3.54360  -0.71127  2.05937
B  -3.75902  -2.11484  2.86650
O  -3.97838  -3.29960  2.05788
O  -3.70314  -2.24246  4.29528
C  -2.17732  0.01534  2.03605
C  -0.84658  -0.52089  2.77950
O  -0.85638  -1.00203  3.94013
H  3.30861  4.17777  1.65440
H  4.82049  3.01014  0.97517
H  3.57933  4.13020  -1.36530
H  1.94171  2.31052  -1.85352
H  0.99618  3.28051  -0.62165
H  4.77047  1.35609  -0.63970
H  4.98626  -0.46406  -0.76762
H  3.65766  1.28408  -2.91272
H  2.50412  -0.00723  -2.29266
H  4.92714  -1.61852  -2.65858
H  3.48862  -1.42523  -3.79120
H  4.53447  0.05610  -5.34152
H  5.48496  0.93539  -4.01996
H  6.21335  -2.05474  -4.71081
H  7.00698  -0.55626  -5.60917
H  7.01252  -1.04869  -2.59784
H  7.47434  0.34649  -3.33909
H  3.77209  -3.24041  1.44439
H  4.27958  -2.50614  -0.15714
H  5.51936  -0.68648  1.86476
H  5.97006  -3.77979  2.43428
H  5.03668  -2.70545  3.67881
H  6.87516  -2.38928  3.26072
H  -0.28252  -3.59890  1.66093
H  1.96474  -1.65069  4.66671
H  -3.40429  3.02892  -1.55140
H  -1.99927  3.65571  -0.55860
H  -4.71207  4.41040  2.27514
H  -5.43775  4.55830  -1.67711
H  -6.90668  1.28081  -0.06740
H  -6.05110  2.87020  -0.38944
H  -6.72816  1.63268  -2.58044
H  -4.93727  2.01232  -2.52332
H  -4.24470  -0.35173  -1.86037
H  -6.08703  -0.88857  -1.86016
H  -3.33731  -3.21565  1.31629
H  -4.48555  -1.78010  4.66896
O  -9.73381  -4.76561  -0.07695
Cl  -8.69571  -4.86312  0.92732
O  -7.40102  -4.67531  0.30430
O  -8.74745  -6.16698  1.55161
O  -8.89899  -3.83694  1.93292

energy above the lowest of the compared OMol25 structures with the same formula, charge and spin: 0.0 kcal/mol
maximum force: 4.77 eV/Å
electronic energy: -4382.9306 a.u.
gap between HOMO and LUMO: 0.2253 Eh
charge: -1

Density functional theory data (ωB97M-V/def2-TZVPD) for a gas-phase ion, C3H9N2O3 (charge +1) at a distorted geometry.

Positions of all 17 atoms, in Å:
C  -0.80938  1.74752  0.68405
C  0.10714  0.62895  0.23458
C  -0.46844  -0.60078  -0.27999
N  1.07834  -2.23107  -0.99078
N  0.76462  -1.07903  -1.17697
O  -0.66034  -1.61880  0.58498
O  2.07690  -2.91616  -1.67359
O  1.30129  -0.05800  -2.06131
H  -1.62337  1.29906  1.19512
H  -0.20839  2.29936  1.44451
H  -1.08635  2.50631  -0.17222
H  0.63977  1.12290  -0.50176
H  0.71955  0.43553  1.07995
H  -1.28486  -0.42001  -0.98354
H  0.06769  -1.56207  1.13215
H  2.30323  -3.69483  -1.06610
H  1.99703  -0.70652  -2.50123

SMILES: CC[C@H](O)/[N+](O)=N/O
energy above the lowest of the compared OMol25 structures with the same formula, charge and spin: 169.5 kcal/mol
maximum force: 5.46 eV/Å
electronic energy: -454.4722 a.u.
gap between HOMO and LUMO: 0.4052 Eh
charge: +1

Density functional theory data (ωB97M-V/def2-TZVPD) for 2 unconnected molecules or ions with the total composition CH7IN3 at a distorted geometry.

Positions of all 12 atoms, in Å:
C  -0.05492  0.34972  0.66069
N  0.84972  -1.40628  -0.65759
N  0.24484  -0.88146  0.53469
N  0.04569  1.29434  -0.27598
I  -3.28577  0.02837  0.69630
H  -0.46152  0.45212  1.69118
H  0.76323  -2.41420  -0.81896
H  1.76222  -0.94317  -0.98119
H  0.13963  -1.64079  1.30837
H  -5.04863  0.39810  1.68820
H  -0.08466  2.29979  0.06321
H  0.54699  0.97785  -1.03338

energy above the lowest of the compared OMol25 structures with the same formula, charge and spin: 88.3 kcal/mol
maximum force: 5.46 eV/Å
electronic energy: -503.9153 a.u.
gap between HOMO and LUMO: 0.3277 Eh
charge: +1

Density functional theory data (ωB97M-V/def2-TZVPD) for a molecular structure, C15H40F2NO21S7V at a distorted geometry.

Positions of all 87 atoms, in Å:
O  4.33443  -1.18040  -1.50937
V  3.75618  -1.59487  -0.11058
O  4.78699  -1.25492  1.03983
N  2.42754  0.00681  0.25495
S  2.62851  0.95640  1.69414
O  2.73786  0.14735  2.86999
O  2.18473  2.31542  1.72062
F  4.18113  1.30273  1.45496
S  0.87983  0.23927  0.20806
O  0.49452  1.54151  -0.22362
O  0.12152  -0.41325  1.23726
F  0.50083  -0.62616  -1.06671
O  2.80251  -2.95269  1.51039
S  1.83796  -3.46755  2.45744
O  0.47067  -3.68082  2.06841
O  2.45136  -4.88703  2.97818
C  3.44321  -5.59270  2.25939
C  2.85789  -6.18566  0.95628
C  1.95469  -2.54600  4.02785
H  3.78721  -6.36919  2.93657
H  4.26083  -4.94825  1.92737
H  2.01052  -6.82988  1.18049
H  3.58376  -6.68616  0.31293
H  2.55426  -5.37200  0.29334
H  3.02462  -2.42564  4.19307
H  1.54591  -3.24266  4.75252
H  1.52159  -1.56496  3.85831
O  0.03032  1.84598  3.29510
S  0.03315  3.06296  4.05979
O  0.34473  4.32652  3.45327
O  -1.45021  3.24754  4.75492
C  -1.60775  4.28960  5.75837
C  -3.11031  4.50541  5.78573
C  1.03319  2.80891  5.57941
H  -1.05890  5.17452  5.44102
H  -1.27212  3.89068  6.71480
H  -3.38624  5.32790  6.44972
H  -3.63442  3.60713  6.11119
H  -3.53982  4.75347  4.81595
H  0.41356  2.04336  6.03446
H  1.16861  3.75415  6.09576
H  2.01023  2.53031  5.18952
O  -2.24537  4.68553  -2.28820
S  -1.39733  5.22983  -1.26454
O  -1.11768  6.64360  -1.29651
O  -2.01806  4.89904  0.19765
C  -1.94942  3.54107  0.69650
C  -2.79867  3.46546  1.92931
C  0.16036  4.30430  -1.25840
H  -0.89873  3.31977  0.88869
H  -2.31195  2.89933  -0.11313
H  -3.86743  3.68017  1.83514
H  -2.53668  4.17261  2.71253
H  -2.73027  2.44585  2.31243
H  0.67512  4.53769  -2.18252
H  -0.16018  3.26740  -1.16186
H  0.71413  4.51987  -0.34707
O  2.05536  -5.01800  -2.28802
S  1.54877  -3.67134  -2.09297
O  2.17327  -2.73579  -1.19985
O  1.62086  -2.95739  -3.54384
C  0.82402  -3.51214  -4.59224
C  1.67022  -3.60198  -5.83228
C  -0.24260  -3.70738  -1.68505
H  -0.02588  -2.83870  -4.71157
H  0.43221  -4.50864  -4.36704
H  2.13682  -2.63796  -6.03598
H  1.25066  -4.02779  -6.74482
H  2.48716  -4.32084  -5.69516
H  -0.43997  -2.63145  -1.71716
H  -0.18990  -3.95096  -0.62381
H  -0.87101  -4.24910  -2.37618
O  -2.24805  -0.37324  -1.86122
S  -2.11382  -0.29474  -3.27225
O  -1.12424  -1.10935  -3.91997
O  -3.54389  -0.52236  -3.97400
C  -3.59742  -0.75045  -5.38073
C  -4.52651  0.24795  -6.04583
C  -1.81526  1.40371  -3.75669
H  -4.05183  -1.73209  -5.53216
H  -2.60635  -0.77067  -5.83456
H  -4.27106  0.35821  -7.10586
H  -4.52213  1.27551  -5.68387
H  -5.55301  -0.11690  -6.08461
H  -2.27413  2.09175  -3.04884
H  -2.07825  1.63006  -4.78693
H  -0.73697  1.56338  -3.68765

energy above the lowest of the compared OMol25 structures with the same formula, charge and spin: 29.3 kcal/mol
maximum force: 6.37 eV/Å
electronic energy: -6161.2487 a.u.
gap between HOMO and LUMO: 0.3260 Eh
charge: 0

Density functional theory data (ωB97M-V/def2-TZVPD) for a single C6H9N molecule.

Positions of all 16 atoms, in Å:
C  1.59549  -0.55609  -1.24754
C  0.42860  0.28466  -0.78794
C  -0.70428  0.38656  -1.48715
C  -1.20928  -0.30955  1.50634
C  -1.82220  -1.34532  1.55945
C  -0.41262  0.93151  1.44846
N  0.64905  0.92202  0.44661
H  1.24281  -1.39862  -1.84835
H  2.13615  -0.96602  -0.38286
H  2.30791  0.02892  -1.84163
H  -0.83490  -0.18959  -2.39826
H  -1.53335  1.01497  -1.17764
H  -2.36011  -2.26555  1.61425
H  -1.06925  1.79906  1.31618
H  0.07632  1.06249  2.41955
H  1.50964  0.60057  0.86052

SMILES: C#CCNC(=C)C
energy above the lowest of the compared OMol25 structures with the same formula, charge and spin: 64.6 kcal/mol
maximum force: 0.59 eV/Å
electronic energy: -288.6791 a.u.
gap between HOMO and LUMO: 0.3398 Eh
charge: 0

Density functional theory data (ωB97M-V/def2-TZVPD) for a single C6H12 molecule.

Positions of all 18 atoms, in Å:
C  1.72512  1.01247  -0.51211
C  1.43668  -0.29685  0.21338
C  0.18996  -0.89854  -0.40968
C  -0.94841  -1.56953  0.30001
C  -1.18053  -0.23769  -0.36534
C  -1.54881  0.93781  0.53170
H  1.81085  0.85378  -1.59576
H  0.89571  1.70161  -0.33834
H  2.63268  1.49558  -0.14943
H  1.31136  -0.11021  1.28761
H  2.30315  -0.97518  0.12205
H  0.43636  -1.36883  -1.36153
H  -0.95956  -1.55820  1.38899
H  -1.36378  -2.46520  -0.15450
H  -1.74003  -0.25389  -1.30369
H  -2.59209  0.84625  0.86066
H  -1.46656  1.91562  0.04185
H  -0.94211  0.97097  1.44414

SMILES: CC[C@H]1C[C@H]1C
energy above the lowest of the compared OMol25 structures with the same formula, charge and spin: 25.2 kcal/mol
maximum force: 0.44 eV/Å
electronic energy: -235.7780 a.u.
gap between HOMO and LUMO: 0.4071 Eh
charge: 0